Entry from the Open Molecules 2025 dataset: C56H45N4OW as an isolated structure (wB97M-V/def2-TZVPD).

Calculated values
- LUMO (alpha / beta) (eV) = -10.438 / -10.438
- DFT total energy (eV) = -68612.70718
- HOMO level (alpha / beta) (eV) = -15.4 / -15.4
- net charge = +3
- Kohn-Sham gap (alpha / beta) (Eh) = 0.18152 / 0.18150

The geometry in XYZ format:
```
107
C56H45N4OW, DFT wB97M-V/def2-TZVPD
W -0.245 -0.009 -0.385
O 1.341 0.099 0.468
N -1.183 1.721 0.106
N -0.513 0.753 -2.288
N -0.812 -1.683 -1.418
N -1.481 -0.788 1.002
C 1.545 -4.581 3.451
C 1.053 1.569 3.217
C -1.242 -2.060 1.380
C 0.691 -3.679 1.365
C -0.234 -2.849 0.657
C -5.731 2.855 3.383
C 3.787 -0.617 -1.039
C -1.519 -1.034 -3.662
C 2.304 3.627 -2.674
C -2.091 2.029 1.102
C 1.750 -4.328 0.685
C -5.610 2.507 4.722
C -2.122 -2.434 2.413
C 2.739 -1.281 -1.924
C -0.295 -2.789 -0.770
C -3.687 -2.987 -6.007
C 3.397 -1.050 3.244
C -1.054 -2.021 -2.712
C -3.877 -0.637 -6.537
C -0.675 1.239 -4.493
C 4.628 -1.350 1.204
C 3.933 0.866 -1.371
C -2.421 -1.356 -4.723
C -0.972 0.278 -3.496
C -2.068 3.419 1.311
C 3.353 4.488 -2.916
C 2.649 -5.114 1.367
C -3.021 -0.335 -5.504
C 1.366 3.875 -1.639
C -1.103 3.953 0.481
C -0.655 -3.364 -2.911
C -4.189 -1.966 -6.811
C -4.800 2.405 2.463
C -0.034 2.291 -3.880
C -3.648 1.215 4.229
C 4.534 -1.476 2.579
C 1.595 5.002 -0.813
C -0.576 2.894 -0.282
C -2.478 -0.281 1.828
C 2.636 5.862 -1.066
C 0.978 -0.436 4.712
C 3.586 -0.814 0.447
C 3.512 5.617 -2.123
C -2.786 1.079 1.898
C 0.308 2.924 -1.437
C 2.536 -5.259 2.748
C -2.929 -1.338 2.653
C -0.139 -3.826 -1.721
C 2.319 -0.497 2.554
C -2.839 -2.688 -4.967
C 1.092 0.037 3.266
C 0.647 -3.787 2.775
C 0.016 1.993 -2.498
C -4.566 1.697 5.147
C -3.761 1.567 2.879
C 2.467 -0.428 1.170
H 0.028 -0.103 5.131
H 2.781 6.728 -0.436
H 0.968 5.218 0.029
H -0.863 1.142 -5.547
H 4.056 4.274 -3.708
H 0.210 -4.826 -1.529
H 4.171 1.001 -2.427
H -0.081 -3.232 3.346
H 2.234 2.723 -3.259
H 4.739 -1.104 -1.267
H 1.764 -0.016 5.341
H -2.202 -3.406 2.869
H 5.360 -1.889 3.140
H 3.451 -5.606 0.835
H 1.026 -1.522 4.800
H 3.243 -5.880 3.281
H -4.465 1.444 6.193
H 3.061 -1.305 -2.965
H 0.212 -0.344 2.740
H 5.531 -1.663 0.695
H 3.006 1.410 -1.154
H 1.106 1.959 2.199
H 3.350 -1.138 4.320
H -2.684 3.955 2.012
H -3.762 -1.288 3.334
H 4.727 1.326 -0.785
H 1.891 -4.181 -0.375
H -2.818 0.605 4.562
H 2.515 -2.304 -1.614
H 0.138 1.943 3.681
H 1.490 -4.667 4.527
H -4.328 0.156 -7.116
H -3.982 -4.011 -6.184
H -2.867 0.704 -5.257
H -0.695 -3.915 -3.833
H 1.800 -0.708 -1.910
H -6.331 2.875 5.439
H 0.302 3.201 -4.346
H -4.901 2.666 1.418
H -4.863 -2.203 -7.623
H -6.552 3.477 3.057
H 4.335 6.294 -2.306
H 1.896 1.985 3.770
H -2.524 -3.493 -4.325
H -0.887 5.001 0.404
```